The following is a quantum chemistry calculation of 9 unconnected molecules or ions with the total composition C40H95N2O11 in a non-equilibrium geometry, from OMol25.

Properties
F_max = 0.162 hartree/bohr
charge = -1
gap between HOMO and LUMO = 3.7 eV
molar mass = 780.20 g mol⁻¹
E_LUMO = 1.80 eV

Last column: Mulliken charge in e.
Atoms and positions in Å:
1 C 0.206 0.271 -3.737  -0.520
2 C -1.132 -0.610 -4.075  -0.776
3 N -2.355 0.187 -4.460  0.080
4 C -2.706 1.265 -3.461  0.012
5 C -2.890 0.759 -1.914  -0.201
6 N -2.955 1.893 -0.891  -0.823
7 C -1.617 2.580 -0.736  -0.454
8 C -0.453 1.688 -0.005  0.158
9 C -0.846 1.106 1.476  -0.539
10 C 0.571 0.723 2.272  0.536
11 C 0.731 -0.886 2.577  -0.564
12 C 2.265 -1.304 2.065  -0.376
13 C 3.447 -0.411 2.820  -0.097
14 C 4.293 0.552 1.746  -0.429
15 O 4.994 1.668 2.398  -0.193
16 C 4.161 2.872 2.517  0.467
17 C 4.811 4.174 3.340  -0.682
18 O 2.947 3.067 1.998  -0.480
19 C -2.281 0.739 -5.867  0.377
20 C -1.004 0.633 -6.893  -0.490
21 O -3.392 1.355 -6.358  -0.578
22 H 1.035 -0.002 -4.550  0.241
23 H 0.065 1.432 -3.767  0.265
24 H 0.644 -0.099 -2.693  0.005
25 H -1.336 -1.289 -3.115  0.400
26 H -0.903 -1.379 -4.947  0.481
27 H -3.769 1.691 -3.797  -0.350
28 H -1.967 2.195 -3.583  0.118
29 H -2.079 0.010 -1.529  0.115
30 H -3.955 0.223 -1.851  0.195
31 H -1.795 3.530 -0.036  0.306
32 H -1.156 3.003 -1.729  0.168
33 H 0.478 2.417 0.151  0.164
34 H -0.026 0.802 -0.681  -0.410
35 H -1.382 1.913 2.146  0.226
36 H -1.499 0.138 1.404  0.159
37 H 0.729 1.384 3.246  0.250
38 H 1.431 1.001 1.508  -0.441
39 H 0.631 -1.063 3.729  0.039
40 H -0.110 -1.466 1.975  0.373
41 H 2.378 -2.452 2.319  0.087
42 H 2.359 -1.228 0.885  0.273
43 H 3.060 0.180 3.755  0.320
44 H 4.238 -1.210 3.203  -0.012
45 H 3.648 0.854 0.808  0.292
46 H 5.146 -0.167 1.322  0.152
47 H 4.775 5.079 2.565  0.275
48 H 5.897 3.939 3.713  0.117
49 H 4.067 4.451 4.225  0.262
50 H -0.402 -0.370 -6.819  0.309
51 H -0.208 1.505 -6.734  0.233
52 H -1.390 0.742 -7.994  -0.115
53 C -1.638 -2.624 7.188  -1.232
54 C -1.254 -3.094 5.794  0.505
55 C -1.687 -4.532 5.555  -1.175
56 O 0.158 -2.994 5.634  -0.482
57 H -1.150 -3.235 7.956  0.225
58 H -1.309 -1.592 7.350  0.346
59 H -2.721 -2.674 7.337  0.359
60 H -1.716 -2.441 5.045  0.288
61 H -1.202 -5.211 6.264  0.173
62 H -1.394 -4.860 4.552  0.349
63 H -2.772 -4.639 5.655  0.336
64 H 0.577 -3.570 6.294  0.306
65 C 9.504 0.619 4.353  -1.098
66 C 9.320 2.102 4.631  0.362
67 C 8.685 2.336 5.993  -1.221
68 O 8.495 2.674 3.620  -0.516
69 H 8.539 0.099 4.347  0.191
70 H 9.951 0.465 3.365  0.310
71 H 10.148 0.153 5.105  0.386
72 H 10.291 2.608 4.587  0.302
73 H 7.691 1.877 6.045  0.285
74 H 8.547 3.407 6.174  0.310
75 H 9.304 1.921 6.794  0.400
76 H 7.631 2.231 3.652  0.285
77 C 7.130 -4.913 3.365  -1.081
78 C 6.266 -3.753 3.834  0.448
79 C 4.998 -4.246 4.513  -1.199
80 O 5.917 -2.942 2.715  -0.342
81 H 6.597 -5.529 2.633  0.023
82 H 8.033 -4.543 2.867  0.298
83 H 7.429 -5.547 4.205  0.422
84 H 6.835 -3.126 4.528  0.327
85 H 4.388 -4.839 3.821  0.215
86 H 4.380 -3.401 4.833  0.281
87 H 5.232 -4.861 5.387  0.432
88 H 5.411 -3.490 2.093  0.281
89 C -1.897 -8.236 8.909  -1.336
90 C -2.080 -6.753 9.188  0.548
91 C -2.716 -6.519 10.549  -1.373
92 O -2.906 -6.181 8.177  -0.472
93 H -2.861 -8.756 8.904  0.341
94 H -1.450 -8.389 7.921  0.321
95 H -1.253 -8.702 9.662  0.377
96 H -1.110 -6.247 9.143  0.255
97 H -3.710 -6.978 10.602  0.348
98 H -2.853 -5.447 10.731  0.324
99 H -2.097 -6.933 11.351  0.377
100 H -3.770 -6.624 8.209  0.302
101 C -1.606 2.131 -11.007  -1.040
102 C -2.471 3.290 -10.539  0.319
103 C -3.738 2.797 -9.860  -0.754
104 O -2.819 4.101 -11.657  -0.569
105 H -2.140 1.514 -11.739  0.300
106 H -0.703 2.501 -11.505  0.327
107 H -1.308 1.496 -10.167  0.198
108 H -1.901 3.917 -9.844  0.285
109 H -4.348 2.204 -10.551  0.307
110 H -4.357 3.642 -9.539  0.243
111 H -3.504 2.182 -8.985  0.097
112 H -3.325 3.553 -12.280  0.353
113 C -7.904 2.971 -5.785  -1.381
114 C -7.041 4.221 -5.855  0.650
115 C -6.137 4.203 -7.078  -1.136
116 O -6.241 4.308 -4.678  -0.537
117 H -7.285 2.070 -5.711  0.300
118 H -8.540 2.992 -4.894  0.351
119 H -8.543 2.884 -6.669  0.375
120 H -7.680 5.109 -5.882  0.176
121 H -5.455 3.346 -7.049  0.161
122 H -5.513 5.102 -7.108  0.328
123 H -6.724 4.152 -8.000  0.388
124 H -5.669 3.523 -4.645  0.305
125 C 5.487 -5.052 -1.591  -1.446
126 C 5.455 -5.642 -0.190  0.460
127 C 4.736 -6.982 -0.168  -1.290
128 O 4.791 -4.736 0.689  -0.477
129 H 4.472 -4.875 -1.965  0.343
130 H 5.996 -4.083 -1.588  0.349
131 H 6.005 -5.719 -2.287  0.391
132 H 6.478 -5.767 0.181  0.278
133 H 3.695 -6.873 -0.492  0.330
134 H 4.710 -7.388 0.848  0.315
135 H 5.232 -7.706 -0.823  0.408
136 H 3.882 -4.619 0.368  0.253
137 C -7.692 8.392 -4.673  -1.151
138 C -9.195 8.611 -4.746  0.359
139 C -9.792 8.822 -3.363  -1.245
140 O -9.808 7.480 -5.357  -0.564
141 H -7.454 7.500 -4.084  0.279
142 H -7.278 8.230 -5.674  0.282
143 H -7.189 9.253 -4.221  0.409
144 H -9.410 9.481 -5.376  0.285
145 H -9.628 7.944 -2.728  0.318
146 H -10.875 8.966 -3.430  0.310
147 H -9.352 9.696 -2.872  0.371
148 H -9.622 6.702 -4.804  0.352